# 1
The following is a quantum chemistry calculation of C13H17NSV as an isolated structure in a non-equilibrium geometry, from the OMol25 dataset.

Calculated values
- highest occupied orbital energy (spin up / spin down) (eV) = -5.82 / -7.37
- gap between HOMO and LUMO (spin up / spin down) (hartree) = 0.20720 / 0.26355
- multiplicity = 4
- energy above the lowest of the compared OMol25 structures with the same formula, charge and spin (eV) = 5.5643
- <S²> = 3.792

```
33
Properties=species:S:1:pos:R:3:forces:R:3
C 0.4884 1.1159 1.1847 3.285 1.235 -1.033
C 0.4031 -0.1600 -1.6998 0.359 0.803 -2.619
C 1.7327 0.3289 0.7076 0.337 2.726 2.525
H 0.6667 1.9260 1.9884 0.013 -1.129 -0.931
C 1.8197 -0.7461 -1.8163 -0.535 -0.144 -2.994
H -0.3601 -0.5617 -2.3990 0.745 0.053 0.153
H 2.2479 -0.1076 1.5951 -0.033 0.301 -0.205
H 1.9619 -1.4698 -2.6502 -0.173 0.478 0.493
C 2.7467 0.9779 -0.2575 1.252 0.357 0.594
H 3.6956 1.0053 0.2996 -0.109 0.264 -0.168
H 2.5366 2.0305 -0.5051 -0.125 -0.468 0.188
C -0.2179 1.7464 0.0280 -0.295 1.104 -0.300
H 0.0459 2.8139 0.1201 0.032 -0.074 -0.268
H -1.3014 1.8252 0.1650 -0.237 -0.544 -0.003
C 0.1671 1.3088 -1.4110 -0.847 0.863 -0.536
H 1.0086 1.9384 -1.7362 -0.210 -0.380 0.018
H -0.6665 1.6345 -2.0593 0.223 -0.003 0.214
C 3.0084 0.1242 -1.5267 0.306 0.597 -0.234
H 3.2261 0.7626 -2.4045 0.120 -0.006 0.365
H 3.9191 -0.4838 -1.3562 -0.460 0.131 -0.163
V 0.9450 -1.0914 -0.2039 -1.692 -5.031 3.275
H -0.5939 1.2707 2.9205 -0.350 -1.936 0.494
S -0.3319 -0.1687 2.8916 -0.165 1.036 0.987
C -1.4046 -0.9305 1.7360 -0.561 -1.732 -0.978
C -2.6380 -1.3880 2.2314 0.712 0.719 -0.133
C -3.6243 -1.7673 1.3535 -0.505 -0.605 -0.364
C -3.3152 -1.8754 -0.0059 1.482 0.681 -0.057
C -1.9950 -1.6079 -0.4356 -0.948 -0.427 1.528
N -1.0133 -1.2380 0.4425 -1.530 1.067 0.309
H -2.7514 -1.3821 3.3081 -0.340 0.290 -0.102
H -4.6333 -1.9877 1.7191 0.444 -0.056 -0.176
H -4.0478 -2.1431 -0.7407 -0.279 -0.070 -0.175
H -1.7248 -1.7001 -1.4831 0.082 -0.102 0.295
```
Forces are in eV/Å.

***

# 2
The following is a quantum chemistry calculation of a 11-piece molecular cluster, C62H141N7O11 overall in a non-equilibrium geometry, from the OMol25 dataset.

Calculated values
- highest occupied orbital energy (eV) = -7.87
- gap between HOMO and LUMO (hartree) = 0.29745
- energy above the lowest of the compared OMol25 structures with the same formula, charge and spin (eV) = 0.0000
- SMILES = CC1(C)CCCC(C)(C)N1O.CC1(C)CCCC(C)(C)N1O.CC1(C)CCCC(C)(C)N1O.CC1(C)CCCC(C)(C)N1O.CC1(C)CCCC(C)(C)N1O.CC1(C)CCCC(C)(C)N1O.COC[C@H](C)N.CO.CO.CO.CO

```
221
Properties=species:S:1:pos:R:3:forces:R:3
C -16.5104 -23.9713 7.6084 -0.115 0.445 0.037
C -16.0560 -25.3985 7.8750 0.109 -0.502 0.260
C -16.8267 -26.0460 9.0191 -0.905 0.382 0.452
C -16.3426 -26.2605 6.6281 0.086 0.671 -1.392
C -15.2349 -26.1357 5.5918 1.084 0.026 0.315
C -13.8878 -26.4683 6.2532 -0.467 0.772 -0.797
C -13.5232 -25.4182 7.3007 0.971 0.034 0.448
C -12.2608 -25.9608 8.0122 -0.313 0.488 0.355
C -13.1360 -24.0355 6.7179 -0.357 0.376 -0.159
N -14.6227 -25.4322 8.2649 -0.210 -0.849 -0.152
O -14.3955 -24.5722 9.3759 -0.061 -0.044 -0.197
H -17.5575 -23.8910 7.3107 0.002 -0.261 -0.090
H -16.4086 -23.3280 8.4816 0.264 -0.133 0.031
H -15.8865 -23.5594 6.8165 -0.189 0.170 -0.048
H -16.9224 -25.3568 9.8629 0.130 -0.127 0.087
H -17.8498 -26.2844 8.7119 -0.020 0.217 -0.134
H -16.4214 -26.9969 9.3649 0.412 0.126 -0.139
H -16.6331 -27.2883 6.8428 0.384 -0.075 0.233
H -17.1827 -25.8103 6.0886 -0.450 -0.143 0.593
H -15.3615 -26.6963 4.6648 -0.349 -0.332 0.242
H -15.2033 -25.0929 5.2615 0.028 0.015 -0.006
H -13.0887 -26.4793 5.5088 0.043 -0.167 0.032
H -13.9549 -27.4399 6.7423 0.105 -0.078 -0.021
H -11.3769 -25.8700 7.3814 -0.080 -0.127 -0.160
H -12.4083 -26.9992 8.3069 0.053 -0.016 0.032
H -12.0655 -25.3563 8.9006 0.048 -0.089 0.033
H -12.8389 -23.2839 7.4542 -0.157 -0.413 0.478
H -13.9565 -23.5577 6.1806 0.067 -0.163 -0.210
H -12.2684 -24.0854 6.0565 -0.158 -0.348 -0.177
H -14.2086 -25.2125 10.0717 0.044 0.206 0.119
C -16.9433 -24.2689 21.7338 -0.454 -1.445 -0.240
C -18.0673 -23.2100 21.5844 1.565 -0.577 0.088
C -19.2909 -23.7717 22.3164 -0.097 -0.043 -0.501
C -17.5955 -21.9597 22.3319 -0.514 0.756 -0.108
C -16.5521 -21.1045 21.6288 0.237 -1.707 -1.433
C -16.9150 -20.8538 20.1388 -0.479 0.752 2.070
C -17.3967 -22.0768 19.4027 -0.017 -0.944 -1.540
C -18.2403 -21.6190 18.1880 -0.241 -0.107 -0.610
C -16.1555 -22.8197 18.8417 0.415 0.206 -0.462
N -18.3295 -22.9134 20.1685 -0.371 0.763 1.653
O -18.6476 -24.1135 19.4809 -0.069 0.403 -0.245
H -16.8683 -24.6590 22.7525 0.243 0.640 0.220
H -17.2225 -25.2016 21.2258 -0.133 0.294 -0.385
H -15.9604 -24.0206 21.3377 -0.040 0.396 0.173
H -20.1136 -23.0632 22.4224 0.076 0.152 -0.262
H -19.6440 -24.6487 21.7725 -0.098 -0.042 0.150
H -19.0111 -24.0720 23.3257 0.100 -0.057 -0.028
H -18.4829 -21.3409 22.5043 0.049 -0.019 0.362
H -17.1886 -22.3663 23.2587 -0.240 0.436 0.299
H -16.2502 -20.1836 22.1184 -0.267 0.011 0.219
H -15.6621 -21.7400 21.5326 0.252 0.216 0.428
H -15.9681 -20.4679 19.7641 -0.405 0.157 -0.894
H -17.7111 -20.1055 20.0831 0.232 0.241 -0.044
H -17.8380 -20.7066 17.7404 0.206 -0.174 -0.176
H -19.2978 -21.4172 18.3798 0.196 0.211 0.825
H -18.3406 -22.4119 17.4382 0.575 0.048 -0.143
H -15.8351 -22.2988 17.9316 -0.201 0.002 -0.043
H -16.3273 -23.8525 18.5400 -0.219 0.000 0.220
H -15.2546 -22.7639 19.4569 -0.274 -0.182 0.431
H -19.5248 -23.8826 19.1509 0.015 -0.397 -0.081
C -10.4766 -19.6101 11.2195 -0.148 1.430 0.508
C -11.0533 -21.0297 11.3097 0.691 0.006 -0.703
C -12.1277 -21.2241 10.2226 0.429 0.711 0.264
C -9.8949 -21.9862 10.9778 0.415 -0.722 0.032
C -8.9133 -22.2286 12.1355 -0.129 0.927 0.274
C -9.7253 -22.6960 13.3338 -0.398 -0.112 -0.140
C -10.8389 -21.7126 13.7575 -0.063 -0.103 0.378
C -11.6945 -22.4263 14.8000 -0.930 -0.464 0.131
C -10.1925 -20.5245 14.4475 -0.178 2.139 -0.396
N -11.6579 -21.3855 12.5942 0.060 -0.790 -0.392
O -12.7673 -20.5481 12.8900 0.234 -0.232 0.096
H -9.5793 -19.4115 11.8119 -0.024 -0.502 0.087
H -10.1911 -19.2485 10.2279 -0.252 -0.586 -0.272
H -11.1895 -18.8603 11.5812 -0.198 -0.215 0.019
H -11.7369 -20.9404 9.2432 0.189 -0.187 -0.009
H -12.4340 -22.2679 10.2163 -0.356 0.068 -0.026
H -12.9367 -20.5200 10.4189 -0.260 -0.370 0.008
H -10.2580 -22.9654 10.6459 -0.345 -0.010 0.241
H -9.4001 -21.6009 10.0838 0.157 0.207 0.128
H -8.1131 -22.9254 11.8871 -0.192 -0.214 -0.156
H -8.3939 -21.3011 12.3970 -0.039 0.082 -0.079
H -9.1680 -22.8431 14.2602 0.419 -0.183 -0.260
H -10.1625 -23.6554 13.0400 -0.226 -0.015 0.266
H -12.2636 -23.2552 14.3695 0.355 -0.180 -0.211
H -12.4881 -21.8203 15.2379 0.228 0.524 -0.076
H -11.1064 -22.8090 15.6366 0.197 0.027 -0.142
H -9.6946 -19.8560 13.7356 0.669 -0.644 0.066
H -9.5443 -20.7554 15.2908 0.101 -0.253 -0.139
H -10.9014 -19.7619 14.7995 -0.525 -0.672 0.314
H -13.5077 -21.1162 12.6070 0.029 0.343 0.150
C -22.1826 -18.3252 14.9229 -0.623 0.376 -0.275
C -21.6935 -18.4820 16.3769 -0.707 0.137 -0.738
C -21.3449 -19.9704 16.5735 0.806 0.530 0.107
C -20.5224 -17.5166 16.5063 0.722 1.027 -0.550
C -20.0410 -17.2173 17.8944 -0.089 -0.104 0.848
C -21.2005 -16.7352 18.7582 0.479 -0.374 0.469
C -22.4357 -17.6480 18.6602 -0.973 0.643 1.197
C -22.2687 -18.8698 19.5760 -0.022 -0.715 -0.599
C -23.5881 -16.8011 19.2478 -0.606 0.090 -0.432
N -22.7420 -17.9763 17.2771 1.121 1.378 -0.727
O -24.0511 -18.3267 16.9376 0.316 -0.714 0.748
H -21.4118 -18.4386 14.1561 0.350 -0.325 0.386
H -22.9744 -19.0342 14.6764 -0.023 0.041 0.084
H -22.5736 -17.3203 14.7449 -0.167 -0.027 0.267
H -21.0837 -20.3567 15.5880 0.029 -0.371 0.291
H -20.4649 -20.0583 17.2139 -0.048 -0.137 0.042
H -22.1503 -20.5442 17.0303 -0.127 -0.042 -0.226
H -19.6721 -17.7349 15.8507 -0.119 -0.719 0.083
H -20.8452 -16.5503 16.0976 -0.369 -0.092 -0.006
H -19.6123 -18.1057 18.3742 -0.008 -0.080 -0.111
H -19.2412 -16.4754 17.9212 0.036 -0.046 -0.300
H -21.4753 -15.6839 18.6462 -0.028 -0.076 -0.779
H -20.8460 -16.7512 19.7949 -0.208 -0.194 0.086
H -23.2191 -19.4111 19.6187 -0.040 0.062 0.264
H -21.9392 -18.6068 20.5795 -0.170 0.070 0.041
H -21.5622 -19.5938 19.1634 0.212 0.163 0.092
H -23.8110 -15.9553 18.5933 0.205 0.011 -0.058
H -23.3596 -16.3971 20.2348 0.288 -0.166 0.012
H -24.5385 -17.3332 19.3333 0.183 -0.264 0.011
H -24.1724 -19.2215 17.2984 -0.276 0.006 -0.160
C -15.5256 -22.0707 14.6211 -0.234 -0.378 0.219
C -16.6797 -21.7917 13.6406 0.043 0.558 0.388
C -17.4506 -23.0995 13.4589 -0.487 0.663 -0.107
C -17.5908 -20.7199 14.2794 0.241 -0.014 -0.099
C -18.5624 -20.0822 13.3135 -0.543 0.009 -0.196
C -17.8183 -19.4839 12.1366 0.583 0.970 0.308
C -16.8318 -20.4540 11.4610 -0.263 -0.292 -0.557
C -17.6547 -21.3917 10.5320 0.537 0.555 -0.134
C -15.8301 -19.6455 10.6172 -0.860 -0.503 -0.403
N -16.0613 -21.2008 12.4550 0.122 1.246 0.688
O -15.0604 -22.0095 11.8667 -1.063 -0.294 0.020
H -15.0977 -23.0331 14.3423 0.500 0.130 0.119
H -14.7882 -21.2716 14.6431 0.148 -0.020 -0.462
H -15.8637 -22.1641 15.6599 -0.432 -0.225 -0.174
H -18.4627 -22.9947 13.0572 0.052 0.354 -0.092
H -16.9357 -23.7732 12.7731 0.174 -0.416 0.549
H -17.5946 -23.4287 14.4868 0.190 -0.866 -0.274
H -18.1233 -21.1525 15.1307 0.066 -0.151 -0.026
H -16.9456 -19.9349 14.6859 0.043 0.012 0.007
H -19.3336 -20.7779 12.9598 0.202 -0.233 0.007
H -19.1581 -19.3288 13.8389 0.178 0.186 -0.049
H -17.2572 -18.5896 12.4420 0.276 -0.274 0.463
H -18.4994 -19.0075 11.4241 0.070 -0.640 -0.208
H -17.0095 -22.1212 10.0380 -0.101 -0.192 0.139
H -18.0591 -20.7808 9.7221 -0.123 -0.098 -0.002
H -18.4744 -21.8759 11.0598 0.050 -0.123 -0.028
H -15.1665 -20.3264 10.0851 0.097 0.119 0.016
H -15.2663 -18.9193 11.1947 -0.013 -0.073 0.154
H -16.4436 -19.1275 9.8756 0.273 0.201 -0.095
H -15.5635 -22.6586 11.3436 0.555 -0.181 -0.102
C -15.3131 -13.9707 13.0756 0.018 -1.386 0.464
C -16.4239 -14.2418 12.0405 0.205 1.141 0.477
C -17.7282 -14.6704 12.7210 -0.147 -0.466 0.190
C -16.6557 -12.8747 11.3875 -0.350 0.718 -1.580
C -17.4411 -12.9512 10.0726 -0.194 -0.409 0.891
C -16.7476 -13.9282 9.1365 -1.070 0.949 -1.573
C -16.4504 -15.3162 9.6841 -0.386 -0.600 0.542
C -17.6996 -16.2316 9.7099 0.259 0.679 0.313
C -15.4070 -15.9441 8.7825 0.241 -1.156 0.127
N -15.9116 -15.1935 11.0582 0.784 1.302 -0.825
O -15.5400 -16.4307 11.6337 -0.287 0.204 -0.116
H -15.6838 -13.4867 13.9789 -0.109 0.239 -0.172
H -14.9471 -14.9467 13.4107 0.074 0.122 0.207
H -14.4496 -13.4360 12.6845 -0.194 0.152 -0.246
H -18.5740 -14.5476 12.0453 -0.032 0.006 0.040
H -17.6997 -15.7171 13.0288 0.100 -0.050 -0.168
H -17.9465 -14.1063 13.6291 0.133 0.223 -0.099
H -17.1491 -12.1687 12.0589 0.005 -0.314 0.331
H -15.7422 -12.3678 11.0587 0.423 -0.389 0.533
H -18.4666 -13.2824 10.2755 0.058 -0.240 -0.084
H -17.5878 -11.9591 9.6425 0.363 -0.016 -0.156
H -15.9172 -13.5124 8.5534 0.680 0.193 1.080
H -17.4132 -13.9593 8.2580 -0.296 -0.923 0.247
H -17.4109 -17.1827 10.1539 -0.078 -0.097 -0.165
H -18.1297 -16.3567 8.7170 -0.004 -0.122 -0.004
H -18.4248 -15.7723 10.3805 -0.280 -0.116 -0.200
H -15.7441 -15.9495 7.7448 0.125 0.425 -0.060
H -15.2902 -17.0094 9.0105 0.005 0.077 0.209
H -14.4199 -15.5012 8.9144 -0.112 0.301 -0.244
H -14.5977 -16.2829 11.7757 0.006 -0.387 0.006
C -20.8870 -19.4832 10.5395 -0.338 0.594 -0.391
O -21.7988 -20.0870 11.4276 -0.076 -0.003 -0.523
C -21.9727 -21.4648 11.1549 0.578 0.062 0.537
C -22.8499 -22.0454 12.2676 0.988 -0.405 0.367
C -22.0937 -21.9680 13.5998 0.285 0.479 -0.261
N -23.1201 -23.4744 12.0530 -0.659 0.338 -0.622
H -19.9713 -20.0707 10.4566 -0.023 0.151 0.026
H -20.6983 -18.4576 10.8603 0.285 -0.200 0.531
H -21.2949 -19.3024 9.5362 -0.234 -0.610 -0.108
H -22.2715 -21.6931 10.1236 -0.703 0.376 0.049
H -20.9835 -21.9531 11.2054 0.058 -0.095 0.237
H -23.7579 -21.4512 12.3696 -0.265 -0.310 -0.265
H -22.5632 -22.6123 14.3389 -0.021 0.002 0.033
H -22.0109 -20.9528 13.9907 -0.230 -0.112 -0.222
H -21.0616 -22.2930 13.4269 -0.030 -0.247 0.166
H -23.7261 -23.5708 11.2413 0.014 -0.152 0.087
H -22.2574 -23.9505 11.8044 0.055 0.032 0.130
C -17.8896 -25.7719 16.2952 -0.207 -0.242 -0.314
O -17.9886 -25.9221 14.8654 0.204 0.186 0.329
H -18.2770 -26.6810 16.7588 0.234 0.048 0.318
H -16.8707 -25.5481 16.6086 0.012 -0.070 0.053
H -18.5456 -24.9553 16.5887 0.063 0.096 -0.093
H -17.4417 -26.6698 14.6053 -0.043 0.002 -0.012
C -16.9246 -16.7569 15.3042 0.656 -0.157 1.181
O -16.6731 -17.2399 16.6323 0.296 -0.256 -0.672
H -17.3862 -15.7834 15.4577 -0.328 -0.132 -0.472
H -15.9678 -16.6112 14.7897 -0.175 0.053 -0.252
H -17.5263 -17.4919 14.7612 -0.223 0.391 -0.233
H -16.1217 -18.0362 16.5044 -0.787 0.268 0.553
C -14.0614 -18.9780 16.4779 0.631 -0.071 -0.816
O -15.3156 -19.5645 16.8113 0.185 0.447 0.099
H -13.2769 -19.4009 17.1045 0.175 0.185 -0.097
H -13.8183 -19.0815 15.4110 0.049 -0.711 0.085
H -14.0651 -17.8885 16.5411 -0.479 -0.074 0.837
H -15.2350 -20.5202 16.7616 -0.010 -0.007 -0.138
C -21.0923 -25.6588 13.8820 -0.178 -1.004 -0.169
O -20.7032 -26.4787 14.9791 -0.187 0.430 0.374
H -21.1744 -26.3313 13.0192 0.375 0.400 -0.399
H -22.1038 -25.2636 13.9776 0.135 0.223 0.551
H -20.3578 -24.8647 13.7471 -0.162 0.112 -0.337
H -19.7517 -26.3228 15.0787 -0.238 -0.253 -0.216
```
Forces are in eV/Å.